No. 1
Molecular formula: C42H45N5ORuSTe
Method: DFT, the ωB97M-V functional and the def2-TZVPD basis

The HOMO energy is -0.443 hartree. Its frontier orbital gap is 4.85 eV. For the total energy, the calculation gives -2737.09457 hartree.

```
! wB97M-V def2-TZVPD RIJCOSX def2/J DEFGRID3
* xyz 2 1
Ru -0.80922 2.59966 1.39824
C -5.02618 4.45705 2.24620
C -3.57800 4.48369 2.77501
C -3.19418 5.92091 3.11348
C -2.73634 3.84822 1.69291
C -1.76149 4.52913 0.95913
C -1.25647 3.98051 -0.25263
C -1.71827 2.76306 -0.78052
C -1.44902 2.33367 -2.18242
C -2.45252 1.95808 0.11729
C -2.92442 2.48092 1.35024
H -5.68362 4.91999 2.98079
H -5.38303 3.44295 2.06930
H -5.10862 5.02263 1.31692
H -3.55209 3.84817 3.66529
H -3.42991 6.58315 2.27803
H -2.14089 6.07159 3.35664
H -3.77758 6.26316 3.96670
H -1.41013 5.49990 1.28002
H -0.52175 4.53971 -0.82079
H -0.76176 1.49032 -2.19862
H -1.01152 3.13784 -2.76836
H -2.39282 2.03064 -2.63837
H -2.67299 0.93063 -0.14823
H -3.51576 1.84369 1.99535
S 1.93970 -1.83264 6.78356
N 2.04296 -1.96500 5.18441
C 1.47134 -0.88313 4.67604
C 1.36276 -0.56701 3.26977
C 1.91284 -1.36720 2.24729
C 1.86856 -0.91599 0.96198
C 1.23754 0.31167 0.68398
N 0.57296 0.99690 1.61580
C 0.70611 0.59676 2.91841
C 0.16730 1.49365 3.92329
N -0.46401 2.60946 3.47036
C -0.87500 3.50561 4.36371
C -0.72782 3.33085 5.73390
C -0.14378 2.17783 6.20662
C 0.32263 1.23655 5.28548
C 0.97515 0.00150 5.66052
N 1.17882 -0.42205 6.89917
H 2.40826 -2.29548 2.50017
H 2.33489 -1.45614 0.14663
H 1.23094 0.18858 -1.35037
H -1.32674 4.40295 3.97737
H -1.08293 4.10190 6.40237
H -0.02600 1.99163 7.26622
C 2.41098 2.94258 0.25827
C 1.74851 2.15399 -0.86024
O 1.70939 2.57630 -1.98613
N 1.33298 0.85033 -0.58401
Te -0.74708 -1.39663 -2.28767
C -0.39182 -2.59221 -3.99231
C -0.33852 -3.98294 -3.88374
C -0.59655 -4.73466 -2.60699
C -0.02392 -4.71471 -5.02829
C 0.21365 -4.10945 -6.25135
C 0.55043 -4.91838 -7.47130
C 0.11901 -2.72220 -6.32821
C -0.17850 -1.94554 -5.21907
C -0.25811 -0.45007 -5.37295
C 0.79829 -2.19959 -1.06526
C 0.49451 -2.79697 0.16437
C -0.88368 -2.80873 0.77388
C 1.50853 -3.43983 0.87305
C 2.81476 -3.48991 0.40999
C 3.88965 -4.21627 1.16830
C 3.10467 -2.84465 -0.78978
C 2.12507 -2.20441 -1.54195
C 2.53122 -1.56916 -2.84487
H 2.96241 3.74636 -0.22320
H 3.09106 2.32285 0.84315
H 1.72548 3.41966 0.97251
H -1.33383 -4.22805 -1.98271
H 0.31756 -4.84350 -2.01787
H -0.96860 -5.73347 -2.82969
H 0.02045 -5.79553 -4.95462
H 0.52081 -5.98585 -7.26070
H 1.54918 -4.67305 -7.83545
H -0.15176 -4.71268 -8.27993
H 0.27857 -2.23228 -7.28240
H -0.14695 -0.16904 -6.41857
H 0.52463 0.05331 -4.79964
H -1.21780 -0.05678 -5.02874
H -1.53577 -2.04028 0.36406
H -0.81970 -2.67482 1.85546
H -1.37336 -3.76959 0.59823
H 1.26081 -3.92286 1.81326
H 3.50621 -4.64345 2.09363
H 4.72144 -3.55359 1.41311
H 4.29755 -5.03069 0.56829
H 4.12236 -2.85716 -1.16513
H 3.61195 -1.44577 -2.89027
H 2.06097 -0.59341 -2.99397
H 2.22501 -2.18766 -3.69085
*
```

No. 2
Molecular formula: C43H27Br2Cl3N6O8SY
Method: DFT, the ωB97M-V functional and the def2-TZVPD basis

The HOMO energy is -0.197 hartree. Its frontier orbital gap is 6.91 eV. For the total energy, the calculation gives -9550.84271 hartree.

```
! wB97M-V def2-TZVPD RIJCOSX def2/J DEFGRID3
* xyz -1 1
Y 0.27003 0.26070 2.44703
O -3.42588 1.02705 -3.63703
C -3.28997 2.07573 -2.96589
O -3.47120 3.26672 -3.24436
C -2.76212 1.80449 -1.53016
C -2.92226 0.55521 -0.95348
C -2.34949 0.27919 0.27408
N -1.58672 1.16987 0.93505
C -1.46580 2.38627 0.39138
C -2.05610 2.75233 -0.80968
C -0.55846 3.33606 1.08614
C -0.94417 4.64402 1.34910
C -0.03622 5.48906 1.96249
C 1.22714 5.00823 2.26658
C 1.52236 3.68766 1.97088
N 0.64820 2.85880 1.40046
C -2.49275 -1.06246 0.88122
C -3.53366 -1.92288 0.54536
C -3.57018 -3.17848 1.12539
C -2.57897 -3.54070 2.02424
C -1.58996 -2.61976 2.31998
N -1.55094 -1.41058 1.75931
H -3.44948 -0.19861 -1.52229
H -1.92651 3.74464 -1.22444
H -1.93923 4.97635 1.08340
H -0.30972 6.50972 2.19834
H 1.97121 5.63468 2.73898
H 2.48515 3.25849 2.21886
H -4.30215 -1.60985 -0.14633
H -4.36961 -3.86625 0.88033
H -2.57295 -4.51197 2.49914
H -0.79625 -2.83162 3.02335
Br 4.80736 1.44759 4.66987
C 3.10032 1.88781 5.34606
C 2.98234 2.31853 6.67183
C 1.75891 2.63036 7.18943
Br 1.64729 3.19262 8.99998
C 0.59298 2.55211 6.39390
C -0.70629 2.88796 6.82617
C -1.75575 2.81091 5.95226
C -1.51765 2.38437 4.63781
N -0.32790 2.05191 4.20077
C 0.72870 2.12801 5.05131
C 2.00417 1.71777 4.50948
O 2.06833 1.23479 3.31458
H 3.87062 2.38804 7.28308
H -0.85867 3.20224 7.84940
H -2.76174 3.06062 6.26068
H -2.33539 2.30294 3.92837
O 0.94773 -1.08569 6.09462
C 0.69316 -1.18463 4.91337
O -0.36349 -0.71329 4.31472
C 1.67192 -1.90446 3.90939
O 2.50869 -2.68293 4.31258
O 1.44384 -1.58475 2.67040
Cl 0.71002 -6.14558 -7.96478
C 0.84129 -5.01031 -6.65811
C -0.20182 -4.87829 -5.75657
C -0.08729 -3.95511 -4.73171
C 1.04872 -3.16560 -4.58281
C 1.11996 -2.14834 -3.46497
C 1.79952 -2.71308 -2.21286
N 1.90758 -1.66383 -1.22031
C 2.85240 -0.65987 -1.19333
C 2.37706 0.27974 -0.33361
N 1.15031 -0.11686 0.15005
C 0.91468 -1.29153 -0.39293
O -0.16493 -1.69018 -3.11583
C -0.44028 -0.36215 -3.59982
C -0.26220 -0.27236 -5.08179
C 0.80865 0.27873 -5.71630
Cl 2.15197 1.06355 -4.98407
S 0.73875 0.11309 -7.42524
C -0.75575 -0.72506 -7.30932
C -1.16558 -0.84903 -6.02413
C 2.07810 -3.33941 -5.49951
Cl 3.53103 -2.39397 -5.37292
C 1.98876 -4.24837 -6.54303
H -1.09265 -5.48177 -5.86682
H -0.90597 -3.80805 -4.03891
H 1.73633 -1.30734 -3.79241
H 2.79712 -3.06374 -2.47505
H 1.23385 -3.54677 -1.79780
H 3.75201 -0.71068 -1.78387
H 2.82879 1.20657 -0.02072
H 0.04385 -1.90222 -0.22733
H 0.21872 0.34606 -3.08863
H -1.46873 -0.12608 -3.33574
H -1.26030 -1.05678 -8.20343
H -2.09498 -1.31914 -5.73132
H 2.79818 -4.35120 -7.25157
*
```

No. 3
Molecular formula: C36H39F11N3O9PS3
Method: DFT, the ωB97M-V functional and the def2-TZVPD basis

The HOMO energy is -0.312 hartree. Its frontier orbital gap is 8.10 eV. For the total energy, the calculation gives -4870.97727 hartree. As for the SMILES: C[C@H](O)Cc1cc(S)c2c(c1C(F)(F)C(F)(F)F)N(COCOCCO)c1c(c([PH2]=S)c(C(F)(F)C(F)(F)F)c(C(=O)NC(=O)F)c1-c1ccccn1)S2.COCCOCCOC.

```
! wB97M-V def2-TZVPD RIJCOSX def2/J DEFGRID3
* xyz 0 1
C -7.59823 0.54751 3.26779
C -6.96191 1.11042 1.96755
O -6.82876 0.12048 0.95719
C -5.61926 1.80793 2.33750
C -4.82760 2.22220 1.08013
C -5.55247 2.95122 0.15142
C -4.96604 3.35089 -1.04231
S -5.79989 4.28882 -2.31073
C -3.63785 2.99990 -1.26804
C -2.85913 2.29860 -0.34582
C -3.46928 1.89835 0.86604
C -2.75111 1.12266 1.96985
F -1.42818 1.00204 1.79825
F -2.91030 1.82214 3.14905
C -3.30717 -0.36433 2.14178
F -2.30069 -1.22277 1.89053
F -4.27049 -0.66079 1.28902
F -3.66001 -0.61292 3.41683
N -1.47489 2.01053 -0.62545
C -0.62022 3.18992 -0.30628
O 0.32522 2.89914 0.69927
C 0.03522 3.55254 1.92150
O 0.61264 2.74309 2.91359
C 0.16040 3.12385 4.20835
C -0.04322 1.88773 5.11281
O -0.94573 2.26438 6.16093
C -1.23817 1.56191 -1.96116
C -1.78908 2.12949 -3.11171
C -1.50546 1.66152 -4.39256
P -2.35974 2.58703 -5.75245
S -4.14944 1.80392 -5.95926
C -0.61733 0.58358 -4.59377
C -0.33938 0.09513 -6.00264
F 0.28080 -1.09343 -6.09243
F -1.49332 -0.04362 -6.71704
C 0.55184 1.12593 -6.84882
F 0.03872 1.33758 -8.06287
F 0.76579 2.28342 -6.20744
F 1.76455 0.58395 -7.05050
C -0.04412 0.04179 -3.44553
C 0.97552 -1.08538 -3.56280
O 1.99448 -0.87580 -4.18576
N 0.80634 -2.36335 -2.93820
C 1.61807 -3.30840 -3.64978
O 2.73711 -3.61854 -3.37075
F 1.00101 -3.90781 -4.70235
C -0.35169 0.49697 -2.15495
C 0.28838 -0.15719 -0.92933
C 1.50868 0.35655 -0.52922
C 2.13466 -0.15967 0.61754
C 1.40386 -1.17923 1.24265
C 0.20679 -1.60574 0.68784
N -0.42999 -1.15122 -0.39807
S -2.91688 3.49661 -2.83913
H -8.16080 -0.38087 3.08464
H -6.80361 0.30539 3.98939
H -8.31054 1.26813 3.69432
H -7.65230 1.88528 1.58463
H -7.43584 0.32699 0.24141
H -5.06169 1.15626 3.01207
H -5.89671 2.75454 2.83291
H -6.59125 3.23301 0.32281
H -7.12333 4.16873 -2.04850
H -0.05661 3.50764 -1.19973
H -1.24019 4.04608 0.00678
H 0.40455 4.59393 1.95449
H -1.06530 3.48284 2.06096
H 0.90879 3.80848 4.65208
H -0.80952 3.65114 4.17375
H -0.53550 1.09706 4.52400
H 0.89156 1.49407 5.53104
H -1.82174 1.93929 5.93228
H -1.70337 2.41077 -6.98729
H -2.54588 3.94198 -5.40525
H -0.17504 -2.64243 -2.95576
H 1.97999 1.15955 -1.09773
H 3.08667 0.21496 0.98739
H 1.77501 -1.63945 2.15919
H -0.30179 -2.43103 1.20398
C 3.96811 -2.87036 -0.67440
O 4.72379 -3.20197 0.47590
C 4.26727 -4.39985 1.08029
C 5.32533 -4.96403 2.00679
O 6.33882 -5.69433 1.32702
C 7.29099 -4.92150 0.60496
C 8.29458 -4.21939 1.49740
O 7.74158 -3.02322 2.02526
C 8.46870 -2.55109 3.13709
H 2.91319 -2.73562 -0.42009
H 4.35777 -1.93489 -1.07498
H 4.07228 -3.64239 -1.43821
H 4.02309 -5.14133 0.31009
H 3.36342 -4.16284 1.65970
H 4.84113 -5.69177 2.66263
H 5.75645 -4.19064 2.64526
H 6.79930 -4.22423 -0.07532
H 7.83631 -5.64241 -0.00842
H 9.18035 -3.94921 0.90640
H 8.59226 -4.89044 2.31186
H 8.43558 -3.27893 3.95610
H 8.00174 -1.62788 3.47691
H 9.50934 -2.34359 2.86363
*
```

No. 4
Molecular formula: C3H7N3O2
Method: DFT, the ωB97M-V functional and the def2-TZVPD basis

The HOMO energy is -0.327 hartree. Its frontier orbital gap is 9.08 eV. For the total energy, the calculation gives -432.90120 hartree.

```
! wB97M-V def2-TZVPD RIJCOSX def2/J DEFGRID3
* xyz 0 1
C 2.51303 -0.63746 0.39659
C -1.06371 -1.02987 -0.04148
C -2.37942 -0.33916 0.19538
H 0.43263 1.41469 -0.50961
H 2.02913 2.43046 -0.22980
H 3.53839 -1.24220 1.14310
H -0.98394 -2.19555 0.10908
H -2.90376 -0.53766 1.16722
H -2.79999 -0.76583 -0.78278
H -1.98348 1.55265 -0.84145
N 1.70990 1.48296 -0.44547
N 2.76054 0.60278 0.41436
N 0.12730 -0.53142 -0.27399
O 1.31832 -1.34167 -0.53294
O -2.31496 1.13728 0.23180
*
```

No. 5
Molecular formula: C25H24BrFN4O4
Method: DFT, the ωB97M-V functional and the def2-TZVPD basis

The HOMO energy is -0.307 hartree. Its frontier orbital gap is 7.90 eV. For the total energy, the calculation gives -4160.92058 hartree. As for the SMILES: NC(=O)C[C@H](NC(=O)Cc1ccc(Br)cc1)c1ccc(NCCc2ccccc2F)c([N+](=O)[O-])c1.

```
! wB97M-V def2-TZVPD RIJCOSX def2/J DEFGRID3
* xyz 0 1
N 1.86334 0.32523 5.64079
C 2.61274 0.64933 4.56650
O 3.81253 0.49724 4.53070
C 1.81999 1.21629 3.39238
H 1.05350 1.90703 3.74086
H 2.52038 1.74168 2.74225
C 1.18447 0.04260 2.63503
N 2.17727 -0.99378 2.41733
C 2.10477 -2.21746 2.97607
O 1.26023 -2.53147 3.78560
C 3.12090 -3.19676 2.38266
C 2.67223 -3.38398 0.96259
C 3.25074 -2.66286 -0.07633
C 2.71098 -2.69368 -1.34933
C 1.58083 -3.45662 -1.58060
C 1.01027 -4.21840 -0.57527
C 1.56006 -4.17594 0.69207
H 1.10561 -4.74334 1.49024
H 0.13789 -4.82121 -0.77598
Br 0.76847 -3.42483 -3.30609
H 3.15433 -2.11897 -2.14772
H 4.13252 -2.06509 0.10500
H 4.12526 -2.77904 2.44028
H 3.07454 -4.12745 2.94648
H 2.94599 -0.76368 1.80854
C 0.59102 0.39675 1.28849
C 0.49697 1.67333 0.79509
C 0.00946 1.92731 -0.49480
C -0.37453 0.86263 -1.35276
N -0.74187 1.06816 -2.62824
H -0.79356 2.04857 -2.89700
C -1.50935 0.14975 -3.43349
H -1.52284 0.55086 -4.44771
H -1.03115 -0.83179 -3.46483
C -2.95705 0.01934 -2.91482
C -3.52833 1.38729 -2.67391
C -3.54235 1.95802 -1.40760
C -3.98832 3.25330 -1.21156
C -4.43382 4.00579 -2.28444
C -4.43864 3.46045 -3.55629
C -3.98262 2.16850 -3.72897
F -3.97525 1.64217 -4.97651
H -4.77931 4.02234 -4.41130
H -4.77461 5.01805 -2.13415
H -3.97988 3.67859 -0.21973
H -3.19428 1.37507 -0.56606
H -2.96601 -0.54679 -1.98261
H -3.54443 -0.51705 -3.66052
C -0.32226 -0.43474 -0.79390
C 0.14187 -0.65557 0.47240
H 0.17170 -1.66405 0.85792
H -0.64350 -1.27119 -1.39114
N -0.12683 3.28711 -0.85784
O 0.02755 4.13276 0.00512
O -0.41597 3.57510 -2.01834
H 0.78753 2.53088 1.38109
H 0.41349 -0.42848 3.26014
H 0.85979 0.31550 5.60267
H 2.30756 -0.16278 6.40155
*
```

No. 6
Molecular formula: C6H9N2O
Method: DFT, the ωB97M-V functional and the def2-TZVPD basis

The HOMO energy (alpha / beta) is -0.379 / -0.494 hartree. Its frontier orbital gap (alpha / beta) is 6.99 / 6.84 eV. For the total energy, the calculation gives -418.35128 hartree. As for the expectation value of S²: 2.0117.

```
! wB97M-V def2-TZVPD RIJCOSX def2/J DEFGRID3
* xyz 1 3
C -1.99561 0.69946 -0.58220
C -2.32714 -0.64371 -0.47214
C -0.20880 -1.40777 0.29156
C -0.66147 1.16362 -0.25615
C 0.36946 0.28557 -0.03720
C 2.46864 -0.39845 0.92809
N -1.50428 -1.55752 0.10277
N -0.52232 2.54191 -0.22627
O 1.66071 0.55051 0.11426
H -2.59729 1.61279 -0.87085
H -3.37148 -1.17498 -0.49703
H 0.40905 -2.18373 0.70511
H 2.61811 -1.19312 0.27035
H 1.86072 -0.53734 1.77114
H 3.33703 0.24231 1.22646
H -1.95653 -2.41643 0.42341
H -1.02329 3.08884 -0.83600
H 0.45112 2.75779 -0.03177
*
```